one | Computed, not measured: a cluster of 3 separate species, C5H16O2 in total, with the ωB97M-V functional and the def2-TZVPD basis.

Atoms and positions in Å:
C (2.72, 0.34, 0.20)
C (1.61, -0.05, -0.78)
C (1.46, -1.55, -0.98)
C (0.63, -1.88, -2.25)
C (0.98, -2.22, 0.31)
H (3.46, -0.47, 0.17)
H (3.15, 1.33, 0.05)
H (2.39, 0.30, 1.24)
H (0.65, 0.36, -0.50)
H (1.76, 0.46, -1.74)
H (2.43, -1.97, -1.24)
H (0.56, -2.94, -2.32)
H (1.11, -1.33, -3.06)
H (-0.32, -1.33, -2.27)
H (1.84, -2.33, 0.96)
H (0.43, -3.16, 0.26)
H (0.29, -1.58, 0.83)
O (-2.98, 3.03, 3.31)
H (-2.92, 2.53, 2.48)
H (-3.94, 3.01, 3.41)
O (-4.93, 2.84, 0.85)
H (-4.66, 3.24, 0.01)
H (-5.71, 3.36, 1.08)

Summary:
Charge   0
Structure (SMILES)   CCC(C)C.O.O
HOMO-LUMO gap   11.61 eV

---

two | Computed, not measured: a cluster of 3 separate species, C5H16O2 in total, with the ωB97M-V functional and the def2-TZVPD basis.

Atoms and positions in Å:
C (-1.30, -1.23, -1.60)
C (-1.02, 0.14, -1.05)
C (-0.74, 0.31, 0.44)
C (-1.53, -0.71, 1.31)
C (-3.03, -0.48, 1.26)
H (-2.16, -1.69, -1.15)
H (-1.53, -1.25, -2.66)
H (-0.49, -1.93, -1.41)
H (-0.19, 0.63, -1.58)
H (-1.77, 0.85, -1.28)
H (0.28, 0.05, 0.73)
H (-0.92, 1.29, 0.85)
H (-1.32, -1.72, 0.95)
H (-1.16, -0.71, 2.33)
H (-3.59, -1.34, 1.63)
H (-3.30, 0.42, 1.81)
H (-3.36, -0.33, 0.23)
O (2.51, -1.73, 0.66)
H (2.00, -1.48, -0.12)
H (3.26, -1.14, 0.61)
O (3.91, 3.28, -0.78)
H (4.17, 4.14, -0.45)
H (3.73, 3.42, -1.73)

Summary:
Charge   0
Structure (SMILES)   CCCCC.O.O
HOMO-LUMO gap   11.30 eV

---

Short version: one is the least stable of them.

---

one | Computed, not measured: the molecule C24H27N5O2S, with the ωB97M-V functional and the def2-TZVPD basis.

Atoms and positions in Å:
C (-0.53, -1.49, 3.96)
C (-1.00, -1.65, 2.54)
C (-1.97, -2.58, 2.19)
C (-2.40, -2.70, 0.88)
C (-1.89, -1.90, -0.12)
C (-2.32, -2.06, -1.54)
C (-0.92, -0.96, 0.24)
N (-0.36, -0.09, -0.75)
C (0.81, -0.35, -1.35)
O (1.40, 0.45, -2.07)
C (1.41, -1.68, -1.08)
C (2.77, -1.89, -0.99)
S (3.04, -3.54, -0.69)
N (1.40, -3.85, -0.72)
N (0.71, -2.82, -0.92)
C (-0.96, 1.23, -0.95)
C (-0.33, 2.25, 0.05)
O (-0.93, 2.71, 1.00)
N (0.94, 2.53, -0.27)
C (1.81, 3.31, 0.59)
C (2.25, 2.49, 1.81)
C (3.14, 1.32, 1.40)
C (4.36, 1.83, 0.64)
C (3.93, 2.61, -0.60)
C (3.02, 3.78, -0.21)
C (-2.46, 1.24, -0.79)
C (-3.27, 1.78, -1.79)
C (-4.64, 1.81, -1.58)
C (-5.14, 1.31, -0.39)
C (-4.25, 0.79, 0.53)
N (-2.94, 0.76, 0.34)
C (-0.49, -0.84, 1.54)
H (-0.98, -2.23, 4.60)
H (0.55, -1.59, 4.01)
H (-0.79, -0.50, 4.33)
H (-2.39, -3.22, 2.95)
H (-3.14, -3.44, 0.64)
H (-3.22, -2.67, -1.60)
H (-1.53, -2.54, -2.11)
H (-2.53, -1.09, -2.00)
H (3.56, -1.18, -1.08)
H (-0.69, 1.55, -1.97)
H (1.36, 2.05, -1.06)
H (1.23, 4.17, 0.94)
H (2.80, 3.15, 2.49)
H (1.36, 2.14, 2.33)
H (2.57, 0.64, 0.75)
H (3.45, 0.76, 2.28)
H (5.00, 1.00, 0.35)
H (4.95, 2.48, 1.30)
H (3.42, 1.94, -1.29)
H (4.81, 3.00, -1.12)
H (3.59, 4.49, 0.40)
H (2.69, 4.30, -1.11)
H (-2.84, 2.17, -2.70)
H (-5.29, 2.23, -2.33)
H (-6.20, 1.31, -0.19)
H (-4.58, 0.39, 1.48)
H (0.26, -0.09, 1.79)

Summary:
Charge   0
Structure (SMILES)   Cc1ccc(C)c(N(C(=O)c2csnn2)[C@H](C(=O)NC2CCCCC2)c2ccccn2)c1
HOMO-LUMO gap   8.60 eV

---

two | Computed, not measured: the molecule C24H27N5O2S, with the ωB97M-V functional and the def2-TZVPD basis.

Atoms and positions in Å:
C (-3.07, -5.52, -0.42)
C (-1.74, -5.06, -1.02)
C (-1.84, -3.64, -1.58)
C (-0.51, -3.19, -2.18)
N (-0.61, -1.83, -2.68)
N (-0.43, -0.89, -1.77)
C (-0.51, 0.37, -2.06)
C (-0.29, 1.30, -0.90)
O (-0.38, 2.51, -0.96)
N (0.04, 0.65, 0.24)
C (0.30, 1.36, 1.46)
C (-1.03, 1.83, 2.10)
C (-0.84, 2.73, 3.31)
S (0.38, 4.07, 3.04)
C (-0.38, 4.93, 1.64)
C (1.06, 0.47, 2.38)
N (1.01, -0.83, 2.36)
C (1.83, -1.25, 3.37)
C (2.15, -2.54, 3.80)
C (3.02, -2.66, 4.87)
C (3.56, -1.54, 5.50)
C (3.26, -0.25, 5.09)
C (2.39, -0.13, 4.02)
N (1.87, 0.96, 3.36)
C (-0.81, 0.82, -3.39)
C (-0.90, 2.16, -3.78)
C (-1.18, 2.49, -5.09)
C (-1.37, 1.49, -6.05)
C (-1.29, 0.17, -5.69)
C (-1.00, -0.18, -4.37)
C (-0.92, -1.60, -4.01)
O (-1.09, -2.53, -4.77)
H (-3.85, -5.51, -1.17)
H (-2.98, -6.52, -0.02)
H (-3.37, -4.85, 0.39)
H (-1.45, -5.74, -1.82)
H (-0.97, -5.09, -0.25)
H (-2.13, -2.95, -0.79)
H (-2.61, -3.61, -2.36)
H (0.27, -3.21, -1.42)
H (-0.24, -3.82, -3.03)
H (0.08, -0.36, 0.26)
H (0.90, 2.25, 1.23)
H (-1.59, 2.37, 1.32)
H (-1.61, 0.96, 2.39)
H (-0.45, 2.17, 4.16)
H (-1.78, 3.19, 3.59)
H (-1.40, 5.20, 1.89)
H (-0.35, 4.30, 0.75)
H (0.21, 5.83, 1.47)
H (1.73, -3.40, 3.31)
H (3.29, -3.64, 5.22)
H (4.24, -1.68, 6.33)
H (3.68, 0.61, 5.58)
H (2.05, 1.93, 3.55)
H (-0.74, 2.93, -3.04)
H (-1.24, 3.52, -5.38)
H (-1.59, 1.76, -7.07)
H (-1.43, -0.63, -6.40)

Summary:
Charge   0
Structure (SMILES)   CCCCn1nc(C(=O)N[C@@H](CCSC)c2nc3ccccc3[nH]2)c2ccccc2c1=O
HOMO-LUMO gap   8.60 eV

---

Short version: one is the least stable of them.

---

one | Computed, not measured: a cluster of 3 separate species, C2H10N2O2 in total, with the ωB97M-V functional and the def2-TZVPD basis.

Atoms and positions in Å:
H (-2.08, -1.67, 1.24)
N (-1.61, -1.07, 0.58)
C (-0.42, -0.72, 0.83)
N (0.37, -0.14, -0.09)
C (1.77, 0.12, 0.14)
H (0.08, -0.80, 1.80)
H (-0.02, 0.12, -0.99)
H (2.08, 0.91, -0.54)
H (2.06, 0.46, 1.13)
H (2.36, -0.76, -0.12)
O (0.30, 2.76, 1.14)
H (0.36, 2.12, 0.41)
H (-0.41, 3.35, 0.89)
O (-1.56, -1.20, -2.28)
H (-1.53, -2.01, -2.80)
H (-1.75, -1.47, -1.36)

Summary:
Charge   0
Structure (SMILES)   [H]/N=C/NC.O.O
HOMO-LUMO gap   10.01 eV

---

two | Computed, not measured: a cluster of 3 separate species, C2H10N2O2 in total, with the ωB97M-V functional and the def2-TZVPD basis.

Atoms and positions in Å:
H (-0.82, 2.49, 0.98)
N (-0.95, 1.57, 0.58)
C (0.16, 1.33, -0.04)
N (0.36, 0.14, -0.65)
C (1.73, -0.50, -0.65)
H (1.03, 1.98, -0.05)
H (-0.41, -0.49, -0.54)
H (1.43, -1.53, -0.84)
H (2.17, -0.28, 0.32)
H (2.29, -0.19, -1.52)
O (1.49, -2.35, 1.95)
H (0.93, -1.56, 1.86)
H (1.19, -2.83, 2.74)
O (-2.67, 0.47, -1.50)
H (-3.10, -0.38, -1.31)
H (-2.55, 0.89, -0.62)

Summary:
Charge   0
Structure (SMILES)   [H]/N=C/NC.O.O
HOMO-LUMO gap   9.77 eV

---

Short version: two is the least stable of them.

---

one | Computed, not measured: a cluster of 2 separate species, C2H10N2O2 in total, with the ωB97M-V functional and the def2-TZVPD basis.

Atoms and positions in Å:
N (2.32, -0.18, 1.27)
C (1.73, 0.34, 0.05)
O (2.23, -0.19, -1.18)
H (3.18, 0.32, 1.49)
H (2.59, -1.15, 1.22)
H (1.94, 1.41, 0.05)
H (0.66, 0.16, 0.06)
H (2.79, -0.93, -0.98)
N (-2.05, -0.88, -0.70)
C (-2.13, 0.23, 0.27)
O (-1.55, 1.38, -0.27)
H (-2.61, -1.62, -0.30)
H (-2.55, -0.61, -1.54)
H (-1.62, -0.15, 1.15)
H (-3.16, 0.44, 0.60)
H (-1.80, 1.42, -1.19)

Summary:
Charge   0
Structure (SMILES)   NCO.NCO
HOMO-LUMO gap   10.44 eV

---

two | Computed, not measured: a cluster of 2 separate species, C2H10N2O2 in total, with the ωB97M-V functional and the def2-TZVPD basis.

Atoms and positions in Å:
N (0.59, 2.30, -0.53)
C (-0.57, 1.39, -0.75)
O (-0.63, 0.81, -2.06)
H (0.34, 3.18, -0.03)
H (0.93, 2.77, -1.38)
H (-1.59, 1.85, -0.56)
H (-0.44, 0.51, -0.14)
H (-0.19, 1.39, -2.66)
N (0.73, -2.24, 0.34)
C (0.63, -1.39, 1.45)
O (-0.82, -1.00, 1.72)
H (0.58, -1.81, -0.62)
H (1.50, -2.88, 0.32)
H (1.13, -0.42, 1.40)
H (0.92, -1.88, 2.51)
H (-1.15, -1.57, 1.00)

Summary:
Charge   0
Structure (SMILES)   NCO.NCO
HOMO-LUMO gap   10.31 eV

---

Short version: two is the least stable of them.